Entry 1:
Below is an isolated ion of composition C6H10ClFN3 and charge +1 in a non-equilibrium geometry, with properties calculated with ωB97M-V/def2-TZVPD.

```
21
Properties=species:S:1:pos:R:3:forces:R:3:nbo_charge:R:1
C -1.603 -0.751 0.228 -3.1471 -0.6544 3.6004 -0.36
C -0.452 -1.465 -0.272 0.4351 0.3788 -0.6954 0.08
C 0.503 -0.733 -1.171 1.0775 -1.1842 1.9916 -0.41
C 1.263 0.372 -0.305 0.0370 -1.1978 0.0696 -0.50
C 0.637 1.709 -0.147 2.4409 -1.9716 -4.1823 0.06
C -2.429 0.184 -0.298 1.9306 -0.1668 0.5905 0.37
N 0.747 -3.400 0.285 3.6089 -2.1220 0.1241 -0.34
N -0.196 -2.681 0.117 -3.8091 1.4331 0.2251 -0.05
N 0.724 2.265 1.092 1.0955 1.9706 4.3164 -0.74
F -2.057 0.680 -1.474 -0.9248 0.6163 -0.6154 -0.32
Cl -3.719 1.044 0.515 0.9284 -0.7415 -0.7840 0.05
H -2.014 -1.063 1.284 0.9545 0.2962 -2.1011 0.25
H 1.179 -1.545 -1.516 0.0395 1.0806 -0.1197 0.25
H -0.003 -0.257 -1.946 -0.6300 0.6107 -1.5534 0.24
H 1.382 -0.007 0.716 0.0916 -0.4572 -0.0326 0.20
H 2.291 0.348 -0.728 -0.4825 0.7665 0.1401 0.28
H 0.863 2.412 -0.916 -0.5505 0.5008 -0.7745 0.20
H 0.633 -4.448 0.253 -0.6400 1.3691 -0.0897 0.37
H 0.337 1.490 1.695 0.0329 1.7580 0.3981 0.47
H 0.246 3.173 1.005 -0.9358 -0.5317 1.0106 0.46
H 1.669 2.674 1.582 -1.5525 -1.7536 -1.5184 0.44
```
Forces are in eV/Å.

Its net charge is +1. The gap between HOMO and LUMO (spin up / spin down) comes out at 5.266 / 7.672 eV. Its spin multiplicity is 1. Its HOMO energy (spin up / spin down) is -0.397 / -0.424 Ha. The calculation puts the LUMO energy (spin up / spin down) at -0.2031 / -0.1425 Eh.

---

Entry 2:
Below is C18H39NO2OsP2Si as an isolated structure in a non-equilibrium geometry, with properties calculated with ωB97M-V/def2-TZVPD.

```
64
Properties=species:S:1:pos:R:3:forces:R:3:lowdin_spin:R:1
Os 0.115 0.147 -0.118 -3.0346 -1.6146 2.6515 1.98
P 2.333 -0.342 -0.598 1.2347 -0.4294 -0.2294 0.19
P -2.353 0.012 -0.255 -0.7583 -0.4690 -0.3597 0.09
N -0.029 0.826 -1.778 0.1719 0.8814 -3.0308 0.74
H 1.177 1.074 0.461 2.0388 1.8075 0.0786 0.06
C 2.874 -1.720 -1.682 0.2941 -0.0177 -0.0121 0.06
H 3.971 -1.786 -1.688 -0.2095 -0.0546 -0.0835 0.01
H 2.521 -1.527 -2.703 -0.0077 -0.1133 0.2473 0.00
H 2.450 -2.661 -1.317 0.0959 0.1832 -0.1562 0.00
C 3.424 -0.518 0.869 0.2432 0.0522 -0.2043 0.03
H 4.480 -0.567 0.568 -0.1877 -0.0008 0.0691 0.00
H 3.168 -1.418 1.440 -0.0025 0.2222 -0.1622 0.00
H 3.282 0.358 1.512 0.0192 -0.2033 -0.1297 0.00
C 3.064 1.112 -1.488 -0.1280 -0.2261 0.2771 0.01
H 4.152 1.141 -1.370 -0.1152 -0.1075 -0.0621 0.00
H 2.635 2.021 -1.051 0.0914 -0.1379 -0.1328 0.00
H 2.808 1.082 -2.554 -0.0015 -0.0372 0.2585 0.00
C -3.239 -1.313 -1.173 -0.1476 0.0147 -0.0133 0.02
H -4.334 -1.180 -1.109 0.4034 0.0203 -0.0493 0.00
H -2.943 -2.288 -0.766 -0.1775 0.3622 -0.1906 0.00
H -2.928 -1.268 -2.224 -0.0607 -0.0998 0.1873 0.00
C -3.308 0.023 1.303 0.1272 0.0916 0.0470 0.00
H -4.381 0.109 1.074 0.3263 -0.0535 0.0572 0.00
H -2.981 0.869 1.918 -0.1005 -0.3185 -0.1230 0.00
H -3.121 -0.915 1.839 -0.0735 0.2578 -0.0016 0.00
C -3.034 1.500 -1.094 0.0531 -0.0629 0.0800 0.01
H -4.109 1.588 -0.880 0.2728 -0.0339 -0.0927 0.00
H -2.885 1.407 -2.177 0.0318 0.1084 0.2724 0.00
H -2.514 2.391 -0.727 -0.1041 -0.1293 -0.1259 0.00
C -0.038 1.582 -2.862 -0.0608 0.4122 -0.4056 0.08
C -0.013 1.808 -5.274 -0.0363 0.3016 -0.3753 -0.01
C -0.035 0.988 -4.176 -0.0338 -0.0283 1.2141 0.12
C -0.043 3.010 -2.730 0.0210 -0.7575 0.3026 0.12
C -0.018 3.794 -3.857 -0.0460 -0.0040 -0.2411 0.00
C -0.006 3.204 -5.129 0.0333 0.1473 -0.1535 0.14
H -0.005 1.358 -6.266 -0.0065 0.1945 0.1065 0.00
H -0.058 -0.112 -4.225 0.0458 0.6424 -0.1132 0.01
H -0.061 3.420 -1.708 0.0433 -0.1623 -0.6130 0.01
H -0.015 4.871 -3.731 -0.0002 -0.0142 -0.2366 0.00
H 0.005 3.840 -6.013 0.0117 -0.1840 0.1987 0.01
C -0.571 -3.643 0.453 0.3158 0.8514 -0.9575 0.03
O -0.882 -3.003 -0.548 0.2932 -0.8526 1.2527 0.05
C 0.612 -4.579 0.411 -0.2592 -0.5713 0.3860 0.00
H 0.923 -4.856 1.429 0.1881 0.1776 -0.4427 0.00
H 1.424 -4.183 -0.194 -0.0134 0.1279 0.1348 0.00
H 0.289 -5.505 -0.081 -0.0202 0.0750 0.0378 0.00
C -1.307 -3.515 1.770 -0.1459 -0.3441 0.0427 0.01
H -2.330 -3.862 1.608 -0.0990 0.1860 0.0183 0.00
H -1.337 -2.468 2.106 0.0929 -0.2484 -0.1679 0.01
H -0.876 -4.164 2.547 -0.0627 0.3977 -0.2295 0.00
C -1.332 0.538 4.184 0.0841 0.2838 0.3139 0.00
Si 0.180 0.975 3.150 -0.3780 -0.0696 0.8044 0.03
C 0.866 2.691 3.550 -0.1365 0.1441 0.0613 0.00
C 1.485 -0.257 3.780 0.2619 -0.1016 -0.1464 0.01
O -0.466 0.915 1.667 0.0765 -0.3759 0.5187 0.17
H -1.105 0.578 5.255 -0.2089 -0.0418 -0.0658 0.00
H -1.694 -0.470 3.932 0.1585 0.2088 0.0747 0.00
H -2.142 1.243 3.959 0.0682 -0.1099 0.1777 0.00
H 1.031 2.838 4.630 -0.0617 -0.1539 -0.2954 0.00
H 1.821 2.901 3.048 -0.2146 -0.1254 0.0320 0.00
H 0.146 3.454 3.223 0.1513 -0.1045 0.0462 0.00
H 1.344 -1.283 3.408 0.0035 0.2227 0.0246 0.00
H 2.524 0.041 3.574 -0.3006 -0.0988 0.0058 0.00
H 1.389 -0.302 4.880 -0.0598 0.0829 -0.3769 0.00
```
Forces are in eV/Å.

The gap between HOMO and LUMO (spin up / spin down) comes out at 5.543 / 7.436 eV. Its spin multiplicity is 5. Its HOMO energy (spin up / spin down) is -0.181 / -0.286 Ha. The calculation puts the LUMO energy (spin up / spin down) at 0.0225 / -0.0131 Eh. Its expectation value of S² is 6.05.

---

Entry 3:
Below is a 2-piece molecular cluster, C10H23BN3OP2S overall in a non-equilibrium geometry, with properties calculated with ωB97M-V/def2-TZVPD.

```
41
Properties=species:S:1:pos:R:3:forces:R:3:nbo_charge:R:1
N -4.578 0.091 0.888 0.3663 -0.4165 -0.0359 -1.28
P -4.711 -1.485 0.644 0.1063 0.4471 0.9037 1.02
B -3.430 -2.058 -0.696 0.6950 -0.5668 0.4540 0.22
P -3.947 -2.016 -2.535 -0.8814 -0.2953 -0.8753 0.54
S -4.305 -3.845 -3.180 0.3844 0.0142 0.5865 -0.52
C -2.037 -2.534 -0.133 1.7394 0.5341 1.2130 -0.47
C -1.367 -1.619 0.819 1.1425 -2.2902 -0.4202 -0.16
C -0.097 -2.059 1.380 -1.9519 -0.7740 -1.4355 -0.28
C 0.393 -3.364 0.969 0.3325 1.0919 0.6923 0.05
N -0.178 -4.222 0.089 -1.0125 2.1249 0.7602 -0.40
C -1.360 -3.792 -0.417 -0.8481 0.5832 -0.4504 0.08
H -4.308 0.237 1.868 -0.2097 0.1279 -0.5166 0.37
H -4.353 -2.169 1.856 -0.4256 -0.2884 -0.7516 -0.02
H -6.009 -1.941 0.269 0.2899 -0.0614 0.1603 -0.04
H -5.207 -1.330 -2.589 0.8808 0.3282 0.0161 0.01
H -3.026 -1.320 -3.378 -0.3795 0.1446 0.5058 0.00
H -1.833 -0.650 1.094 0.3586 -0.7688 -0.2348 0.23
H 0.429 -1.418 2.119 -0.3176 -0.8091 -0.7462 0.24
H 1.357 -3.696 1.429 -0.9302 0.1791 -0.5477 0.20
H -1.880 -4.489 -1.122 0.5972 0.6195 0.6846 0.22
C 3.362 1.005 -0.549 0.3472 0.2193 -0.0656 -0.40
N 2.581 2.294 -0.469 -0.1083 -0.1876 -0.0626 -0.20
C 2.285 2.734 -1.880 -0.0436 0.1000 0.3605 -0.40
C 3.412 3.344 0.206 -0.2775 -0.1071 -0.0110 -0.41
C 1.237 2.099 0.245 0.3427 -0.1208 0.0843 -0.23
C 1.330 1.658 1.701 0.1869 -0.1517 0.0555 -0.09
O 1.954 0.385 1.791 0.2749 0.2104 0.1921 -0.73
H 4.173 1.141 -1.267 -0.1793 0.0886 -0.0623 0.22
H 3.808 0.785 0.416 -0.2715 -0.0724 -0.0930 0.24
H 2.699 0.206 -0.875 0.0501 0.0246 0.1182 0.24
H 3.230 2.885 -2.400 -0.0689 -0.0318 0.0238 0.23
H 1.727 3.669 -1.839 0.0227 -0.1008 -0.0544 0.23
H 1.698 1.959 -2.369 0.0415 0.0486 0.0075 0.24
H 3.658 3.014 1.213 0.0007 0.0238 -0.0932 0.23
H 2.835 4.269 0.243 0.1089 -0.0655 -0.0080 0.23
H 4.327 3.486 -0.366 -0.0437 -0.0005 -0.0049 0.24
H 0.700 1.348 -0.338 0.0335 0.0465 0.0353 0.24
H 0.710 3.053 0.178 0.0251 -0.0702 -0.0117 0.24
H 0.317 1.574 2.108 -0.0700 0.2553 -0.2115 0.21
H 1.868 2.383 2.314 -0.1137 0.1376 -0.0842 0.19
H 2.536 0.387 2.563 -0.1943 -0.1702 -0.0775 0.49
```
Forces are in eV/Å.

Its net charge is +1. The gap between HOMO and LUMO comes out at 7.037 eV. Its spin multiplicity is 1. Its HOMO energy is -0.387 Ha. The calculation puts the LUMO energy at -0.1287 Eh.

---

Entry 4:
Below is a 2-piece molecular cluster, C5H12NO overall in a non-equilibrium geometry, with properties calculated with ωB97M-V/def2-TZVPD.

```
19
Properties=species:S:1:pos:R:3:forces:R:3:nbo_charge:R:1
C 0.043 -2.151 1.699 -1.2845 -0.1906 -0.9437 -0.64
C -0.037 -0.682 1.293 -6.2229 -0.6470 -1.7862 0.15
C 0.136 -0.357 -0.173 -1.2661 1.5399 -1.1555 -0.52
C -0.319 1.114 -0.552 -0.0818 -1.2358 0.5722 -0.41
C -0.088 1.198 -2.089 -0.4439 1.2031 -0.6579 -0.01
O 1.192 0.989 -2.439 -0.4062 -0.0565 0.1088 -0.94
N -1.121 -0.009 1.873 3.7363 0.2680 -0.4617 -0.72
H -0.147 -2.270 2.762 0.5668 -0.1751 0.2164 0.21
H -0.946 -2.495 1.238 1.3782 0.1890 0.4605 0.24
H 0.827 -2.760 1.226 0.0858 0.3615 0.5268 0.21
H 1.740 0.128 1.959 -0.8072 -0.4416 -0.2022 0.10
H 1.131 -0.355 -0.682 -0.5682 -0.9812 0.4342 0.29
H -0.709 -0.883 -0.710 1.4014 -0.4054 0.2841 0.23
H 0.231 1.844 0.072 0.1031 -0.0654 -0.5834 0.17
H -1.364 1.171 -0.233 -0.0282 0.3193 -0.3335 0.19
H -0.868 0.517 -2.591 0.4718 -0.2518 0.5390 0.05
H -0.557 2.196 -2.481 0.6711 -0.4505 0.6558 0.06
H 0.929 -0.152 1.807 3.9119 1.9996 1.7152 0.03
H -0.768 0.207 2.814 -1.2174 -0.9796 0.6109 0.30
```
Forces are in eV/Å.

Its net charge is -1. The gap between HOMO and LUMO comes out at 4.804 eV. Its spin multiplicity is 1. Its HOMO energy is -0.086 Ha. The calculation puts the LUMO energy at 0.0903 Eh.

---

Entry 5:
Below is one molecule with the formula C2H3N3 in a non-equilibrium geometry, with properties calculated with ωB97M-V/def2-TZVPD.

```
8
Properties=species:S:1:pos:R:3:forces:R:3:nbo_charge:R:1
N -0.648 -0.093 -0.104 0.2178 0.0710 0.0551 -0.52
C -0.627 1.086 0.433 0.0513 -0.3101 -0.1378 -0.08
N 1.715 0.907 0.577 -0.9226 -0.5009 -0.3163 0.03
N 1.584 -0.152 0.083 0.0135 0.6450 0.2942 -0.08
C 0.550 -0.829 -0.322 0.0587 -0.1983 -0.0882 -0.11
H -1.486 -0.584 -0.406 0.0964 0.1854 0.0906 0.41
H -1.664 1.468 0.506 0.4983 0.0629 0.0794 0.15
H 0.577 -1.803 -0.768 -0.0133 0.0450 0.0230 0.22
```
Forces are in eV/Å.

The gap between HOMO and LUMO comes out at 8.743 eV. Its spin multiplicity is 1. Its HOMO energy is -0.301 Ha. The calculation puts the LUMO energy at 0.0202 Eh.

---

Entry 6:
Below is one molecule with the formula C7H13F in a non-equilibrium geometry, with properties calculated with ωB97M-V/def2-TZVPD.

```
21
Properties=species:S:1:pos:R:3:forces:R:3:nbo_charge:R:1
C -0.425 1.379 -1.467 0.4324 -0.0804 -0.4299 -0.65
C 0.562 0.681 -0.551 -0.1393 -1.4334 0.6966 0.03
C 1.822 1.524 -0.286 0.9582 -1.2420 0.3198 -0.65
C 0.282 -0.521 0.050 0.5726 1.8440 -0.6224 -0.04
C 1.185 -1.150 1.078 0.7063 -0.1413 -1.0410 -0.64
C -1.026 -1.280 -0.140 0.1249 1.5030 -0.7912 0.19
C -2.072 -0.829 0.895 0.6486 0.9617 -1.2718 -0.63
F -0.727 -2.624 -0.009 -0.3888 -0.4749 0.1005 -0.37
H -1.276 0.767 -1.777 0.2784 -0.0791 0.0260 0.21
H 0.094 1.741 -2.401 -0.5912 -0.0639 0.9922 0.22
H -0.867 2.199 -0.892 0.1762 0.3181 -0.3707 0.22
H 2.263 1.858 -1.253 -0.3608 -0.0568 0.6865 0.22
H 2.669 1.004 0.302 -1.4974 0.6032 -1.0730 0.22
H 1.551 2.384 0.325 -0.0232 0.2843 -0.1948 0.22
H 1.640 -2.070 0.681 -0.5629 -0.0833 0.3710 0.23
H 2.045 -0.555 1.328 0.1464 0.5888 0.0449 0.21
H 0.652 -1.303 1.991 -0.3610 -0.5802 0.6132 0.21
H -1.427 -1.122 -1.180 0.3295 -0.3355 0.9716 0.17
H -2.415 0.207 0.609 0.4115 -0.9985 0.3860 0.22
H -1.616 -0.807 1.877 -0.2082 -0.0623 0.2686 0.21
H -2.911 -1.485 0.821 -0.6522 -0.4713 0.3179 0.22
```
Forces are in eV/Å.

The gap between HOMO and LUMO comes out at 9.705 eV. Its spin multiplicity is 1. Its HOMO energy is -0.321 Ha. The calculation puts the LUMO energy at 0.0358 Eh.